39
Properties=species:S:1:pos:R:3:forces:R:3:nbo_charge:R:1 method="wB97M-V/def2-TZVPD" e_homo_ev=-9.1 smiles="CC(=O)O[C@@H](C(Cl)(Cl)Cl)P(=O)(Oc1ccccc1)Oc1ccccc1"
C -2.57521 -1.94863 1.65466 -2.10 -0.55 1.66 -0.730
C -2.36188 -1.21721 0.37003 -0.36 -1.01 -1.04 0.797
O -1.90065 -1.84307 -0.55319 -0.05 1.49 -0.22 -0.571
O -2.72189 0.15511 0.32097 1.40 -0.39 -1.59 -0.515
C -2.19803 0.81172 -0.93918 1.73 -0.27 1.35 -0.288
C -2.65650 2.28012 -1.18059 -0.25 0.69 0.51 -0.050
Cl -2.20118 3.43617 0.17979 -0.09 -1.01 -1.43 0.027
Cl -2.10726 2.91551 -2.89105 -0.49 -0.94 2.29 0.022
Cl -4.43083 2.21420 -1.19673 0.11 0.10 -0.15 0.043
P -0.26277 0.66840 -1.10419 1.48 0.91 -1.52 2.313
O 0.45285 1.93617 -1.35484 -1.13 0.03 -0.58 -1.098
O -0.17465 -0.35631 -2.43897 0.81 0.31 2.03 -0.765
C 1.09901 -1.00874 -2.62541 0.14 0.02 0.71 0.258
C 1.21942 -2.33130 -2.16660 -0.73 0.43 -0.06 -0.236
C 2.43064 -2.93639 -1.94377 0.62 0.87 -0.83 -0.200
C 3.50948 -2.24016 -2.46739 1.43 0.37 -0.47 -0.206
C 3.44315 -0.95261 -3.08532 -1.96 -2.27 1.49 -0.211
C 2.21492 -0.30309 -3.08239 -0.86 1.74 0.28 -0.241
O 0.56302 0.11740 0.19079 -1.46 -0.91 0.09 -0.777
C 0.45305 0.77653 1.42901 -0.34 1.03 2.13 0.271
C 0.35904 -0.02835 2.58472 0.03 -0.46 0.14 -0.257
C 0.29591 0.51975 3.90400 1.47 -0.26 -0.74 -0.220
C 0.42461 1.90303 4.01214 0.67 0.31 2.31 -0.212
C 0.44014 2.73528 2.90569 0.33 -0.21 -0.15 -0.204
C 0.49131 2.20535 1.63470 -0.33 -3.49 1.01 -0.232
H -2.05558 -2.98274 1.76228 -1.11 1.99 -0.79 0.258
H -2.15400 -1.28663 2.36361 0.67 0.53 1.28 0.246
H -3.70360 -1.97201 2.03161 2.25 -0.16 -1.22 0.255
H -2.55000 0.30767 -1.80316 -0.40 -0.88 -0.69 0.256
H 0.36860 -2.93842 -2.03672 -1.35 -0.08 0.67 0.229
H 2.57700 -3.90211 -1.43044 -0.35 0.59 -0.59 0.225
H 4.43660 -2.80371 -2.40585 0.33 0.57 -0.15 0.208
H 4.25597 -0.46371 -3.50763 1.57 0.54 -0.45 0.219
H 2.11897 0.82547 -3.29732 0.10 -2.07 0.09 0.254
H 0.46800 -1.12486 2.46619 -0.31 0.75 0.00 0.224
H 0.46975 -0.12405 4.81998 -0.57 0.73 -1.38 0.227
H 0.75656 2.35638 5.01764 -1.18 -0.73 -1.49 0.217
H 0.53922 3.80962 3.03336 0.03 -0.17 -0.03 0.220
H 0.66685 2.79019 0.82951 0.24 1.85 -2.45 0.244